Entry one
13
Properties=species:S:1:pos:R:3 method="wB97M-V/def2-TZVPD" homo_energy_ev=-8.509 homo_lumo_gap_ev=9.1565 lumo_energy_ev=0.648 charge=0
C 1.018 -0.973 0.740
C -0.423 -0.468 0.668
C -1.175 -0.464 -0.642
N -0.650 0.722 -0.030
C 0.074 1.765 -0.531
S 0.138 2.223 -2.090
H 1.606 -0.410 1.476
H 1.122 -2.029 0.981
H 1.468 -0.833 -0.250
H -0.947 -0.467 1.630
H -2.274 -0.417 -0.708
H -0.615 -0.828 -1.533
H 0.659 2.181 0.289



Entry two
13
Properties=species:S:1:pos:R:3 method="wB97M-V/def2-TZVPD" homo_energy_ev=-8.671 homo_lumo_gap_ev=9.1413 lumo_energy_ev=0.470 charge=0
C -2.260 -0.721 0.189
C -1.147 0.339 -0.295
C 0.068 -0.183 -0.309
C 1.092 0.830 0.070
H -2.348 -0.839 1.429
H -1.776 -1.763 -0.430
H -3.538 -0.328 -0.287
H -1.468 1.469 -0.399
H 0.274 -1.165 -0.283
H 0.914 2.001 0.171
H 4.484 0.268 0.095
N 2.337 0.765 0.101
S 3.368 -0.673 -0.053



Least stable = entry two



Entry one
13
Properties=species:S:1:pos:R:3 method="wB97M-V/def2-TZVPD" homo_energy_ev=-8.704 homo_lumo_gap_ev=9.0340 lumo_energy_ev=0.330 charge=0
C 2.558 -0.269 1.055
C 1.239 0.510 0.664
C 0.055 -0.034 1.359
N 0.404 -0.314 -0.040
C -0.413 0.103 -1.026
S -2.053 0.011 -1.082
H 2.284 -1.342 1.122
H 3.248 -0.128 0.229
H 3.212 0.144 1.832
H 1.204 1.497 0.372
H -0.961 0.447 1.388
H 0.092 -0.950 2.102
H 0.314 0.489 -1.778



Entry two
13
Properties=species:S:1:pos:R:3 method="wB97M-V/def2-TZVPD" homo_energy_ev=-7.749 homo_lumo_gap_ev=7.9186 lumo_energy_ev=0.170 charge=0
C -1.875 1.367 0.087
C -1.410 -0.101 -0.036
N -2.338 -1.060 0.061
C -0.062 -0.566 -0.030
C 1.018 0.330 -0.200
S 2.555 -0.065 0.062
H -3.015 1.493 0.064
H -1.507 1.893 -0.786
H -1.502 1.897 0.963
H -3.255 -0.813 -0.232
H -2.091 -1.993 -0.161
H 0.060 -1.599 0.203
H 0.779 1.403 -0.392



Least stable = entry one



Entry one
13
Properties=species:S:1:pos:R:3 method="wB97M-V/def2-TZVPD" homo_energy_ev=-9.275 homo_lumo_gap_ev=9.4295 lumo_energy_ev=0.154 charge=0
C 1.745 0.140 -0.206
C 0.323 0.423 -0.007
S 0.367 1.826 1.048
C -0.734 -0.817 0.069
C -0.885 -1.862 -0.905
N -1.550 -2.648 -1.592
H 2.013 -0.208 0.743
H 2.008 -0.374 -1.128
H 2.165 1.338 -0.427
H -0.197 1.104 -0.901
H -1.143 1.833 1.127
H -1.702 -0.215 0.148
H -0.862 -1.458 1.111



Entry two
13
Properties=species:S:1:pos:R:3 method="wB97M-V/def2-TZVPD" homo_energy_ev=-8.673 homo_lumo_gap_ev=8.4116 lumo_energy_ev=-0.261 charge=0
C -1.657 -0.138 -0.237
N -0.297 -0.126 -0.625
C 0.753 -0.960 -0.078
C 1.369 0.217 0.518
S 2.817 0.362 1.195
C 0.330 1.115 -0.074
H -2.248 0.731 -0.399
H -1.885 -0.606 0.836
H -2.131 -0.951 -0.889
H 0.749 -1.837 0.826
H 1.440 -1.486 -0.830
H 0.989 1.785 -0.892
H -0.229 1.895 0.649



Least stable = entry one



Entry one
13
Properties=species:S:1:pos:R:3 method="wB97M-V/def2-TZVPD" homo_energy_ev=-8.514 homo_lumo_gap_ev=8.7361 lumo_energy_ev=0.222 charge=0
C -1.174 -1.095 -0.498
C 0.136 -0.482 -0.143
S 1.393 -1.312 0.449
N 0.224 0.900 -0.250
C -0.645 1.647 0.737
C -0.880 1.752 -0.751
H -1.676 -0.663 -1.369
H -1.038 -2.146 -0.740
H -1.851 -0.922 0.347
H -1.368 1.044 1.339
H -0.163 2.419 1.333
H -0.558 2.702 -1.261
H -1.820 1.327 -1.150



Entry two
13
Properties=species:S:1:pos:R:3 method="wB97M-V/def2-TZVPD" homo_energy_ev=-9.670 homo_lumo_gap_ev=10.2961 lumo_energy_ev=0.626 charge=0
C 1.108 0.268 -0.631
C -0.192 0.298 0.059
C -0.462 -1.058 0.599
S -1.498 0.891 -1.030
C -0.306 1.229 1.154
N -0.173 1.905 2.058
H 1.174 1.128 -1.293
H 1.325 -0.570 -1.312
H 1.919 0.512 0.017
H 0.470 -1.320 1.078
H -0.675 -1.933 -0.146
H -1.284 -1.143 1.219
H -1.406 -0.209 -1.773



Least stable = entry one



Entry one
11
Properties=species:S:1:pos:R:3 method="wB97M-V/def2-TZVPD" homo_energy_ev=-8.961 homo_lumo_gap_ev=9.6356 lumo_energy_ev=0.675 charge=0
C 1.371 -1.280 -0.047
C -0.335 -0.321 0.191
H 1.200 2.352 -0.762
H 1.037 2.316 0.919
H 2.051 -2.150 0.171
H -1.904 1.203 0.009
N 0.658 1.912 -0.013
N 0.666 0.631 0.080
N 1.935 -0.060 -0.132
N 0.122 -1.520 0.024
S -2.017 -0.053 -0.057



Entry two
11
Properties=species:S:1:pos:R:3 method="wB97M-V/def2-TZVPD" homo_energy_ev=-8.398 homo_lumo_gap_ev=8.4844 lumo_energy_ev=0.087 charge=0
N 1.557 -1.015 0.083
N 0.248 -0.599 -0.038
C -0.559 -0.482 1.075
N -1.430 0.483 1.036
C -1.205 1.128 -0.192
S -2.070 2.318 -0.896
N -0.063 0.557 -0.747
H 1.830 -1.482 -0.715
H 2.113 -0.241 0.320
H -0.415 -1.148 1.886
H -0.007 0.482 -1.814



Least stable = entry one



Entry one
11
Properties=species:S:1:pos:R:3 method="wB97M-V/def2-TZVPD" homo_energy_ev=-8.273 homo_lumo_gap_ev=7.9949 lumo_energy_ev=-0.278 charge=0
N 0.558 -0.915 -1.567
N -0.101 -0.100 -0.701
N 1.079 0.757 0.288
N 0.414 1.173 1.320
C -0.811 0.630 1.339
C -1.034 -0.269 0.243
S -2.446 -1.159 0.122
H 1.173 -0.442 -2.172
H 0.918 -1.705 -0.971
H 1.666 1.385 -0.164
H -1.415 0.646 2.262



Entry two
11
Properties=species:S:1:pos:R:3 method="wB97M-V/def2-TZVPD" homo_energy_ev=-9.816 homo_lumo_gap_ev=9.8558 lumo_energy_ev=0.040 charge=0
C -0.433 1.635 -0.070
C -0.556 0.165 -0.091
N -1.632 -0.637 -0.001
N -1.281 -1.932 -0.016
N 0.009 -2.062 -0.181
N 0.494 -0.731 -0.167
S 2.213 -0.474 -0.070
H 0.186 1.802 0.807
H -1.399 2.070 0.229
H -0.087 2.010 -1.073
H 2.487 -1.846 0.633



Least stable = entry one